The following is a DFT calculation (ωB97M-V/def2-TZVPD) of C4H8O2 as an isolated structure.

Results
E_LUMO   0.943 eV
Energy relative to the best compared isomer or geometry (same formula, charge and spin)   99.2 kcal per mole
Charge   0
Orbital gap   9.98 eV

Geometry as XYZ:
```
14
Properties=species:S:1:pos:R:3:forces:R:3:mulliken_charge:R:1
C 0.857 -0.782 0.037 -0.008 -0.235 0.008 -0.939
C -0.464 -0.761 0.803 -0.056 -0.020 0.043 -0.380
C -1.254 0.476 0.315 -0.109 -0.012 0.193 -0.466
O -0.855 0.639 -1.049 0.045 0.078 -0.089 -0.336
C 0.477 0.792 -1.120 -0.041 -0.170 -0.261 0.193
O 1.110 1.723 -0.441 -0.002 0.109 -0.017 -0.700
H 1.733 -0.921 0.691 -0.072 0.099 -0.096 0.404
H 0.920 -1.543 -0.742 -0.020 0.120 0.106 0.350
H 1.338 0.529 -0.051 0.119 -0.052 0.143 0.238
H -0.308 -0.700 1.884 -0.020 0.003 -0.157 0.296
H -1.047 -1.666 0.607 0.079 0.133 0.011 0.256
H -2.335 0.331 0.308 0.160 0.015 0.014 0.321
H -0.999 1.376 0.880 -0.039 -0.129 -0.049 0.303
H 0.827 0.508 -2.122 -0.036 0.060 0.152 0.459
```
Forces are in eV/Å.



The following is a DFT calculation (ωB97M-V/def2-TZVPD) of one molecule with the formula C4H8O2.

Results
E_LUMO   0.387 eV
Energy relative to the best compared isomer or geometry (same formula, charge and spin)   45.7 kcal per mole
Charge   0
Orbital gap   10.85 eV
Structure (SMILES)   CC(C)C(=O)O

Geometry as XYZ:
```
14
Properties=species:S:1:pos:R:3:forces:R:3:mulliken_charge:R:1
C 0.703 -1.124 -0.555 1.003 0.972 -0.240 -1.042
C -0.117 0.152 -0.211 1.518 0.848 -2.821 0.269
C 0.845 1.218 0.376 0.602 0.972 0.195 -1.168
C -1.208 -0.136 0.764 -0.687 2.243 2.726 0.587
H 1.176 -1.498 0.412 -0.369 0.263 -1.459 0.274
H 0.138 -1.922 -1.080 0.309 0.439 0.438 0.293
H 1.467 -0.652 -1.286 -0.785 -1.530 1.254 0.323
H -0.403 0.637 -1.317 -0.207 -1.445 2.939 0.230
H 0.298 2.200 0.221 1.194 -0.796 -0.117 0.321
H 1.945 1.179 -0.132 -2.811 0.280 1.282 0.281
H 0.855 1.162 1.510 0.576 -0.342 -1.514 0.303
H -2.262 -0.827 -0.861 -0.135 1.006 3.769 0.387
O -2.409 -0.595 0.175 2.013 -0.415 -1.362 -0.502
O -1.029 0.206 1.985 -2.221 -2.494 -5.090 -0.555
```
Forces are in eV/Å.



The following is a DFT calculation (ωB97M-V/def2-TZVPD) of one molecule with the formula C4H8O2.

Results
E_LUMO   0.891 eV
Energy relative to the best compared isomer or geometry (same formula, charge and spin)   63.2 kcal per mole
Charge   0
Orbital gap   10.56 eV
Structure (SMILES)   COCCC=O

Geometry as XYZ:
```
14
Properties=species:S:1:pos:R:3:forces:R:3:mulliken_charge:R:1
C -0.142 0.009 -1.997 -0.279 0.113 -0.192 -0.582
O 0.517 0.706 -0.963 -0.384 1.056 -0.476 -0.396
C -0.197 1.137 0.243 0.075 -0.053 -0.792 -0.460
C 0.461 0.245 1.279 0.540 -0.419 -0.671 -0.225
C -0.393 -0.802 1.920 0.146 -0.268 0.035 -0.006
O -0.095 -1.454 2.892 -0.152 0.440 -0.380 -0.477
H 0.269 -1.006 -2.136 -0.031 0.331 0.243 0.239
H 0.021 0.572 -2.919 -0.217 -0.170 -0.076 0.214
H -1.215 -0.078 -1.797 0.025 0.016 -0.115 0.300
H -1.276 0.966 0.131 0.166 0.053 -0.007 0.300
H 0.004 2.206 0.359 -0.124 -0.220 0.048 0.240
H 1.153 0.715 1.990 -0.203 -0.166 -0.326 0.353
H 0.993 -0.210 0.353 0.431 -0.676 2.577 0.214
H -1.341 -1.007 1.369 0.007 -0.038 0.133 0.284
```
Forces are in eV/Å.



The following is a DFT calculation (ωB97M-V/def2-TZVPD) of one molecule with the formula C4H8O2.

Results
E_LUMO   0.844 eV
Energy relative to the best compared isomer or geometry (same formula, charge and spin)   128.5 kcal per mole
Charge   0
Orbital gap   8.26 eV

Geometry as XYZ:
```
14
Properties=species:S:1:pos:R:3:forces:R:3:mulliken_charge:R:1
C -0.825 0.111 -0.873 -0.272 0.024 0.119 -0.419
C -0.810 1.186 0.187 -0.120 0.223 -0.164 -0.343
O -0.833 0.424 1.388 -0.065 0.014 0.114 -0.356
C 0.039 -0.634 1.189 0.196 -0.056 0.075 -0.158
O 0.086 -0.862 -0.266 0.030 0.261 -0.375 -0.215
C 1.514 -0.545 -1.069 0.371 -0.168 0.299 -0.676
H -1.789 -0.382 -1.001 -0.100 0.121 0.166 0.249
H -0.391 0.416 -1.824 -0.027 -0.243 0.267 0.460
H 0.113 1.781 0.117 -0.184 -0.087 -0.004 0.285
H -1.685 1.832 0.172 0.042 -0.002 0.042 0.335
H -0.343 -1.512 1.721 0.044 0.045 -0.376 0.209
H 1.069 -0.412 1.497 -0.148 0.001 -0.175 0.303
H 1.926 -1.563 -1.068 0.052 0.049 0.173 0.202
H 2.012 0.004 -0.250 0.182 -0.182 -0.161 0.124
```
Forces are in eV/Å.



The following is a DFT calculation (ωB97M-V/def2-TZVPD) of one molecule with the formula C4H8O2.

Results
E_LUMO   0.984 eV
Energy relative to the best compared isomer or geometry (same formula, charge and spin)   37.5 kcal per mole
Charge   0
Orbital gap   10.68 eV
Structure (SMILES)   CCOCC=O

Geometry as XYZ:
```
14
Properties=species:S:1:pos:R:3:forces:R:3:mulliken_charge:R:1
C 0.339 -1.130 -1.305 0.031 -0.024 0.014 -1.021
C -0.873 -0.341 -0.832 0.008 -0.014 -0.226 -0.283
O -0.984 -0.310 0.584 -0.028 -0.027 0.060 -0.387
C -0.454 0.835 1.191 0.011 0.195 0.122 -0.395
C 1.055 0.811 1.353 0.144 0.317 0.028 0.047
O 1.714 1.816 1.464 -0.183 -0.453 -0.038 -0.488
H 0.303 -2.146 -0.901 0.025 0.116 -0.070 0.262
H 1.279 -0.667 -0.988 -0.130 -0.031 -0.035 0.286
H 0.353 -1.188 -2.399 -0.039 0.000 0.151 0.356
H -0.843 0.685 -1.230 -0.041 -0.126 0.075 0.313
H -1.795 -0.810 -1.190 0.130 0.036 -0.020 0.311
H -0.877 0.889 2.204 0.065 -0.001 -0.160 0.302
H -0.730 1.758 0.660 0.025 -0.116 0.084 0.290
H 1.512 -0.202 1.389 -0.016 0.128 0.014 0.405
```
Forces are in eV/Å.



The following is a DFT calculation (ωB97M-V/def2-TZVPD) of one molecule with the formula C4H8O2.

Results
E_LUMO   0.733 eV
Energy relative to the best compared isomer or geometry (same formula, charge and spin)   151.9 kcal per mole
Charge   0
Orbital gap   8.44 eV

Geometry as XYZ:
```
14
Properties=species:S:1:pos:R:3:forces:R:3:mulliken_charge:R:1
C 2.040 0.311 -0.369 0.300 0.070 0.008 -0.712
O 0.682 0.013 -0.573 -0.052 -0.017 -0.026 -0.267
C 0.046 -0.370 0.605 -0.157 0.049 0.177 -0.519
C -1.425 -0.708 0.375 0.195 -0.546 0.188 -0.406
C -1.884 0.868 -0.404 -0.280 0.334 0.123 -0.182
O -2.709 0.384 0.483 0.232 0.081 -0.210 -0.262
H 2.445 0.637 -1.329 -0.033 -0.054 0.147 0.238
H 2.602 -0.570 -0.021 -0.088 0.115 -0.057 0.290
H 2.169 1.119 0.367 -0.038 -0.104 -0.105 0.310
H 0.131 0.408 1.382 -0.010 -0.083 -0.105 0.376
H 0.497 -1.292 1.017 -0.091 0.115 -0.078 0.404
H -1.765 -1.121 1.333 0.040 0.066 -0.087 0.332
H -1.610 -1.388 -0.450 -0.018 0.159 0.087 0.324
H -1.406 1.806 0.016 -0.001 -0.185 -0.063 0.074
```
Forces are in eV/Å.



| no. | DFT total energy (eV) |
| --- | --- |
| 1 | -8368.98174 |
| 2 | -8371.29996 |
| 3 | -8370.54318 |
| 4 | -8367.70911 |
| 5 | -8371.65423 |
| 6 | -8366.69570 |